(1)
# C7H4AuBBrF10N2O5S2

A structure of composition C7H4AuBBrF10N2O5S2 (ωB97M-V/def2-TZVPD, OMol25).

The value obtained for the energy is -5284.2907 Eh. Its charge is +1.

Each line ends with the Löwdin charge.
Atoms and positions in Å:
Au  -0.51588  0.14339  -0.75557  1.4331
O  5.07624  -2.04812  -1.60648  0.1512
C  3.87030  -1.53172  -1.43662  -0.2701
C  3.43040  -0.35396  -2.06020  0.0493
C  2.16131  0.07832  -1.80790  -0.0720
N  1.32707  -0.59553  -0.98644  -0.1413
C  1.74791  -1.70897  -0.35830  -0.6897
Br  0.59755  -2.51620  0.85937  0.9632
C  3.00779  -2.20672  -0.57154  0.0026
H  5.61632  -1.53058  -2.21880  0.1448
H  4.06069  0.20898  -2.73444  0.1386
H  1.77198  0.97310  -2.27372  0.1346
H  3.33229  -3.10346  -0.06490  0.1368
F  0.19705  0.77804  2.65744  0.1383
C  0.43713  2.08454  2.58559  -0.6887
F  -0.10995  2.70613  3.60560  0.1977
F  1.73753  2.29937  2.54396  0.1849
S  -0.30478  2.72793  1.01455  0.7105
O  0.32045  1.78672  -0.02853  -0.4345
O  0.14111  4.05085  0.80765  -0.1722
N  -1.80012  2.47521  1.22749  -0.2758
S  -2.93055  1.75165  0.43378  0.7227
O  -2.35984  0.92308  -0.69932  -0.4005
O  -4.01590  2.54681  0.01572  -0.1630
C  -3.51983  0.54480  1.72072  -0.6923
F  -2.48932  -0.20512  2.09224  0.1432
F  -3.95804  1.24299  2.74707  0.1938
F  -4.47969  -0.18241  1.20551  0.2040
F  -1.13459  -1.42950  -1.64272  -0.3000
B  -2.71831  -2.43000  -1.10991  -1.0451
F  -2.68078  -2.05968  0.18022  0.1807
F  -3.57911  -1.80422  -1.90051  0.2567
F  -2.23645  -3.61573  -1.44103  0.2583


(2)
# C4H6IN2

The ion C4H6IN2 with charge +1 in a non-equilibrium geometry (ωB97M-V/def2-TZVPD, OMol25).

The value obtained for the energy is -562.7872 Eh. Its charge is +1.

Each line ends with the Löwdin charge.
Atoms and positions in Å:
C  -1.71448  0.62744  -0.37191  -0.1990
C  -2.87822  0.25611  0.16464  -0.6470
C  -0.30741  0.43445  0.00377  -0.3222
C  -0.01304  -1.98756  0.15111  0.0949
N  0.32162  -0.73563  0.13086  0.0237
N  0.37193  1.56195  0.39322  0.1397
I  -4.84314  -0.06091  0.00911  1.0021
H  -1.95081  1.45445  -1.11157  0.1362
H  0.86374  -2.64803  0.10787  0.1034
H  -1.13473  -2.39974  0.24491  0.1615
H  1.37832  -0.57830  0.29437  0.2208
H  -0.31242  2.29234  0.61560  0.1198
H  1.19455  2.00552  -0.12335  0.1660


(3)
# C26H58OP4Pr

A structure of composition C26H58OP4Pr in a non-equilibrium geometry (ωB97M-V/def2-TZVPD, OMol25).

As for the spin multiplicity: 3. The value obtained for the energy is -2982.1489 Eh. Its charge is +3.

Each line ends with the Löwdin charge.
Atoms and positions in Å:
Pr  0.28341  0.22412  -0.12914  0.7188
P  2.63361  0.93791  1.50989  0.7176
P  -0.28558  2.52286  -1.65425  0.6942
P  2.44316  -0.53472  -1.91049  0.7191
H  -1.13489  -3.14319  0.41505  0.0690
C  -0.07560  -3.18794  0.11114  -0.0488
C  0.90754  -3.05825  1.01428  -0.0330
H  0.68103  -3.02329  2.08675  0.0501
C  2.44508  1.42007  3.27709  -0.2417
C  3.34360  2.49715  0.82801  -0.2389
C  4.17014  -0.07070  1.61752  -0.2316
C  -1.56812  2.24573  -2.92266  -0.2390
C  -1.08142  3.83569  -0.68242  -0.2402
C  0.97812  3.40430  -2.66180  -0.2168
C  3.40433  -2.09927  -1.82177  -0.2173
C  3.78283  0.64104  -2.33980  -0.2357
C  1.72964  -0.74216  -3.57459  -0.2675
H  0.15774  -3.34330  -0.94999  0.0734
H  1.95642  -2.98377  0.69832  0.0620
H  2.28054  0.52362  3.89139  0.0420
H  1.56824  2.07489  3.39620  0.0408
H  3.34419  1.94105  3.63175  0.0765
H  2.56205  3.26997  0.81168  0.0490
H  3.68148  2.34083  -0.20678  0.0258
H  4.17915  2.82533  1.45737  0.0760
H  3.94013  -1.03115  2.10133  0.0577
H  4.93768  0.45031  2.20510  0.0772
H  4.55847  -0.29794  0.61316  0.0288
H  -1.84035  3.18466  -3.42902  0.0876
H  -2.48442  1.79561  -2.50035  0.0693
H  -1.08420  1.59188  -3.65211  0.0260
H  -1.41290  4.61727  -1.37772  0.0785
H  -0.36611  4.26241  0.02790  0.0566
H  -1.95657  3.45576  -0.13957  0.0500
H  0.50189  4.29635  -3.09213  0.0784
H  1.35735  2.75997  -3.47416  0.0557
H  1.81155  3.70106  -2.01010  0.0494
H  3.78858  -2.32191  -2.82421  0.0734
H  2.76626  -2.92471  -1.49100  0.0401
H  4.24843  -1.99261  -1.12990  0.0565
H  4.28490  0.26799  -3.24241  0.0801
H  4.51396  0.70696  -1.52713  0.0421
H  3.36596  1.63369  -2.55051  0.0367
H  2.50293  -1.12232  -4.25176  0.0808
H  1.32825  0.19106  -3.98609  0.0601
H  0.91862  -1.47252  -3.51528  0.0185
C  -1.23533  -1.21024  -5.35446  -0.2883
C  -2.25668  -1.03037  -6.30877  -0.0154
C  -2.61154  -2.13659  -7.10567  -0.0542
C  -1.97943  -3.37885  -6.94856  -0.0721
C  -0.78893  -3.43331  -6.21801  -0.0604
C  -0.35163  -2.29018  -5.52481  -0.0446
O  -1.22358  -0.47667  -4.15486  -0.0655
H  -2.10156  -0.17527  -3.85261  0.0975
H  -2.78651  -0.07231  -6.35039  0.1213
H  -3.43616  -2.06525  -7.80867  0.1165
H  -2.38885  -4.30020  -7.38352  0.1215
H  -0.21906  -4.36635  -6.17869  0.1178
H  0.64948  -2.28537  -5.09696  0.0742
C  -2.00934  2.60533  3.06353  -0.1063
C  -1.44623  1.46753  3.92844  -0.5199
C  -2.34727  1.14736  5.13316  -0.0882
P  -0.94467  -0.01248  2.88242  1.0335
C  -0.25214  -1.27199  4.09942  -0.5305
C  0.18257  -0.70899  5.45966  -0.0982
C  -1.06443  -2.57209  4.22567  -0.0910
C  -2.51257  -0.74632  2.13438  -0.5313
C  -3.64203  -0.83908  3.15097  -0.0911
C  -2.98982  0.00155  0.86207  -0.1107
H  -2.97226  2.32113  2.61581  0.0726
H  -1.31573  2.91777  2.26525  0.0522
H  -2.18628  3.49273  3.68611  0.1047
H  -0.47626  1.82152  4.31692  0.0816
H  -3.41769  1.26519  4.91214  0.0862
H  -2.19353  0.13744  5.52389  0.0535
H  -2.11088  1.83927  5.95344  0.1080
H  0.67291  -1.54851  3.56060  0.0620
H  -0.63521  -0.70816  6.19071  0.0852
H  0.98088  -1.35337  5.85393  0.1031
H  0.58730  0.30766  5.39531  0.0631
H  -1.23432  -3.05055  3.24814  0.0667
H  -0.47370  -3.27337  4.83764  0.1074
H  -2.03468  -2.43697  4.72998  0.0814
H  -2.17833  -1.76107  1.82711  0.0785
H  -4.12971  0.12543  3.31628  0.0858
H  -4.39848  -1.51973  2.74992  0.1058
H  -3.33223  -1.23871  4.11612  0.0594
H  -2.49332  -0.30958  -0.09385  0.0492
H  -4.05715  -0.24537  0.72653  0.1123
H  -2.91274  1.09767  0.96747  0.0592


(4)
# C4H8N2O

An isolated molecule of C4H8N2O in a non-equilibrium geometry (ωB97M-V/def2-TZVPD, OMol25).

The value obtained for the energy is -341.9169 Eh. Its charge is 0.

Each line ends with the Löwdin charge.
Atoms and positions in Å:
C  -0.83724  2.16507  0.08018  0.0742
C  -0.49070  0.88652  -0.02879  -0.4410
N  -1.35497  -0.11914  -0.34399  0.0897
C  -0.94006  -1.24664  -0.79398  -0.2633
N  0.17190  -1.53187  -1.50692  0.1256
O  0.88519  0.49557  0.13084  -0.1739
C  1.18281  -0.07363  1.38580  -0.1014
H  -1.86083  2.45795  -0.05856  0.0564
H  -0.10623  2.91806  0.31060  0.0574
H  -1.66214  -2.05868  -0.75572  0.1179
H  0.87793  -0.81433  -1.58185  0.0995
H  0.28578  -2.40619  -1.98617  0.0967
H  2.26814  -0.16328  1.43299  0.0878
H  0.72931  -1.06521  1.49693  0.0821
H  0.85112  0.55581  2.21861  0.0923


(5)
# C4H13NOS2

A cluster of 3 separate species, C4H13NOS2 in total in a non-equilibrium geometry (ωB97M-V/def2-TZVPD, OMol25).

The value obtained for the energy is -1086.4050 Eh. Its charge is 0.

Each line ends with the Löwdin charge.
Atoms and positions in Å:
S  3.33276  0.28890  0.53211  0.0937
S  -1.53481  1.02565  -0.60105  0.9024
C  -0.01870  1.19189  0.25062  -0.5972
C  0.07305  -0.02412  1.12261  -0.3046
C  0.28650  -1.19824  0.21633  -0.2647
N  -0.44436  -1.15114  -1.00090  -0.0739
C  0.19769  -0.56757  -2.16829  -0.1253
H  4.55814  -0.13938  0.86589  -0.3770
H  0.82397  1.36224  -0.39559  0.0296
H  0.01206  2.07240  0.91776  0.1186
H  0.92924  0.04888  1.79338  0.0695
H  -0.84430  -0.04654  1.71698  0.0989
H  0.09906  -2.11457  0.77814  0.1401
H  1.37358  -1.18073  -0.02137  0.0398
H  -1.02899  -1.94992  -1.19818  0.1500
H  -0.57310  -0.27044  -2.87037  0.0740
H  0.85438  0.22805  -1.91123  0.0612
H  0.75414  -1.33105  -2.72903  0.1077
H  -2.87537  -0.28310  0.80742  -0.0831
H  -4.15858  -0.95264  1.31032  0.0374
O  -3.19805  -0.98983  1.39068  -0.0973


(6)
# C29H36BN4O13

A cluster of 4 separate species, C29H36BN4O13 in total in a non-equilibrium geometry (ωB97M-V/def2-TZVPD, OMol25).

The value obtained for the energy is -2348.4623 Eh. Its charge is -1.

Each line ends with the Löwdin charge.
Atoms and positions in Å:
C  -3.07501  -1.15986  1.18578  -0.0763
C  -2.32976  -0.03143  1.87126  -0.2610
O  -1.43264  0.61727  0.98617  -0.1553
C  -0.06622  0.28447  1.19806  -0.1696
C  0.70822  0.84877  0.00194  -0.1732
O  1.00355  2.19003  0.23332  -0.0526
C  2.30211  2.73506  0.26756  -0.3771
C  3.47566  1.78988  0.36780  -0.1422
C  3.90390  1.07239  -0.94106  -0.0853
C  2.32657  3.66452  1.55601  -0.6170
O  1.24213  4.25440  1.83347  -0.0506
O  3.42964  3.76807  2.17210  -0.0543
N  2.43026  3.64278  -0.91523  0.1112
C  1.19698  4.38665  -1.14927  -0.1103
C  1.42651  5.31721  -2.33431  -0.3280
C  0.42899  5.24094  -3.40973  -0.0721
O  1.78326  4.72283  -3.52386  -0.0387
B  3.63556  4.49241  -0.86101  -0.7803
O  4.78493  4.06346  -1.49891  0.1598
O  3.70766  5.71625  -0.27901  0.2061
H  -3.32516  -0.93690  0.15635  0.0521
H  -2.49088  -2.07516  1.17956  0.0650
H  -3.98196  -1.34674  1.74875  0.0551
H  -3.05470  0.71705  2.18192  0.1125
H  -1.78851  -0.39162  2.74419  0.1156
H  0.24449  0.81146  2.09944  0.1354
H  0.09242  -0.78853  1.32910  0.1213
H  1.51374  0.15592  -0.24073  0.1086
H  -0.00762  0.79019  -0.82031  0.1241
H  4.36317  2.25359  0.76579  0.1113
H  3.20881  1.00779  1.07481  0.1155
H  4.24501  0.07537  -0.65142  0.0517
H  4.75598  1.54449  -1.40702  0.0529
H  3.08174  0.90960  -1.62829  0.0651
H  0.91740  5.07043  -0.34453  0.1251
H  0.38764  3.76554  -1.49866  0.1188
H  1.82356  6.29104  -2.12930  0.1363
H  0.32565  6.09896  -4.05219  0.0984
H  -0.16551  4.35219  -3.51605  0.1050
H  4.55317  3.75655  -2.37558  0.0948
H  2.88193  5.94032  0.16193  0.1031
C  -4.84808  4.48948  -1.16363  -0.0682
C  -3.93655  3.57678  -1.67452  -0.0514
C  -4.20373  2.21961  -1.60950  0.0098
C  -5.38667  1.79844  -1.03235  -0.1458
C  -6.30290  2.69208  -0.51110  -0.0099
C  -6.02807  4.04718  -0.57976  -0.0717
N  -5.67495  0.35871  -0.97148  -0.3466
O  -4.83953  -0.39322  -1.42233  0.0604
O  -6.72213  0.00823  -0.46789  0.0738
H  -4.63717  5.54920  -1.21800  0.1065
H  -3.01531  3.92184  -2.12230  0.1059
H  -3.49385  1.50632  -1.99994  0.1229
H  -7.21801  2.34350  -0.05682  0.1156
H  -6.73444  4.75985  -0.17712  0.1038
C  7.85636  -4.14402  0.49265  -0.0789
C  7.75513  -4.14665  1.87729  -0.0718
C  6.58401  -3.73051  2.48847  -0.0052
C  5.52777  -3.31992  1.69856  -0.1443
C  5.61223  -3.30409  0.32085  -0.0012
C  6.78720  -3.72008  -0.28392  -0.0667
N  4.27441  -2.89535  2.34223  -0.3539
O  4.23663  -2.90324  3.55425  0.0812
O  3.36122  -2.56314  1.62072  0.0824
H  8.77113  -4.47370  0.01774  0.1032
H  8.58925  -4.47490  2.48184  0.1045
H  6.50093  -3.72926  3.56469  0.1184
H  4.78120  -2.97573  -0.28535  0.1191
H  6.86710  -3.71527  -1.36195  0.1068
C  -4.42681  -7.43913  -0.73020  -0.0796
C  -3.47918  -7.24821  0.26605  -0.0703
C  -3.52293  -6.11195  1.05714  -0.0021
C  -4.52237  -5.18398  0.83818  -0.1399
C  -5.46985  -5.35310  -0.15241  0.0003
C  -5.41819  -6.49066  -0.94118  -0.0692
N  -4.58604  -3.98608  1.68850  -0.3480
O  -3.72917  -3.85533  2.53669  0.0734
O  -5.49288  -3.20690  1.49203  0.0797
H  -4.39253  -8.32974  -1.34397  0.1032
H  -2.70585  -7.98610  0.42828  0.1055
H  -2.78743  -5.95820  1.83231  0.1200
H  -6.23917  -4.61235  -0.31167  0.1216
H  -6.15347  -6.63810  -1.71992  0.1055